Molecular formula: C22H22Br4NO5PReS2
Method: DFT, the ωB97M-V functional and the def2-TZVPD basis

Atoms and positions in Å:
1 Re 0.606 -0.192 -0.313
2 Br 0.385 -3.031 -4.593
3 Br -5.138 -3.037 -3.206
4 Br -4.389 -1.301 -0.460
5 Br -2.730 -3.947 -5.235
6 S 1.374 -1.739 1.514
7 S 2.246 1.665 2.438
8 P 2.196 -0.292 2.675
9 O 1.572 -0.683 4.131
10 O 0.528 -1.403 -2.061
11 O 3.778 -0.694 2.819
12 O -0.498 0.950 1.648
13 O -1.446 -0.728 -0.338
14 N 2.766 0.040 -0.858
15 C 4.661 1.134 0.206
16 C 1.331 3.825 -2.065
17 C -1.735 -1.441 -1.383
18 C 2.844 2.474 -0.691
19 C 0.510 1.656 -1.341
20 C 2.889 0.398 5.879
21 C 1.543 2.626 -1.378
22 C 3.515 3.598 -0.208
23 C -2.328 -2.950 -3.681
24 C 4.728 3.504 0.445
25 C -0.889 3.188 -2.650
26 C 3.442 1.230 -0.449
27 C 4.898 -2.604 1.864
28 C -3.345 -2.578 -2.815
29 C 1.555 0.290 5.159
30 C 0.132 4.120 -2.680
31 C -0.685 -1.808 -2.298
32 C 5.317 2.268 0.646
33 C 4.183 -2.024 3.075
34 C -1.017 -2.567 -3.416
35 C -3.037 -1.841 -1.676
36 C -0.683 1.990 -1.995
37 H 6.269 2.175 1.153
38 H -1.494 1.273 -1.998
39 H 4.856 -1.977 3.938
40 H 2.719 -0.017 -1.882
41 H 5.752 -1.978 1.608
42 H 3.276 -0.781 -0.528
43 H 2.861 1.225 6.587
44 H 0.762 -0.014 5.847
45 H 3.122 -0.521 6.412
46 H 5.239 -3.614 2.081
47 H 3.672 0.591 5.149
48 H -1.837 3.393 -3.128
49 H -0.620 1.876 1.404
50 H 3.064 4.572 -0.313
51 H 5.211 4.397 0.815
52 H 3.316 -2.642 3.334
53 H 2.138 4.542 -2.128
54 H 5.081 0.155 0.399
55 H 1.307 1.264 4.716
56 H -0.003 5.072 -3.174
57 H 4.214 -2.643 1.018
58 H -1.355 0.504 1.582

* ΔE to the lowest compared entry with this formula, charge and spin: 1.280 eV
* ⟨S²⟩: 2.010
* spin multiplicity: 3
* HOMO-LUMO gap (alpha / beta): 6.5 / 6.3 eV
* net charge: -1